Entry 1:
Formula: C3H2BrClF2
Source: the OMol25 dataset
Level of theory: the ωB97M-V functional and the def2-TZVPD basis

```
! RIJCOSX wB97M-V def2-TZVPD def2/J DEFGRID3
* xyz 0 1
C -0.73 0.59 -0.17
C -0.08 -0.36 0.80
C 0.66 0.12 -0.38
F 0.04 -0.32 2.05
F -0.57 -2.06 0.30
Cl 0.97 -1.01 -1.75
Br 2.09 1.51 -0.30
H -1.42 -0.11 -0.68
H -0.95 1.62 0.13
*
```

Its HOMO energy is -0.403 Eh. The LUMO energy is -0.695 eV. The relative energy (zero: lowest compared OMol25 entry of this formula, charge and spin) is 63.04 kcal/mol.

Atom charges from the Löwdin analysis, given in e for atoms 1 to 6:
1 C -0.081
2 C -0.356
3 C -1.076
4 F 0.219
5 F -0.249
6 Cl 0.616



Entry 2:
Formula: C16H15MnN5O4S
Source: the OMol25 dataset
Level of theory: the ωB97M-V functional and the def2-TZVPD basis

```
! RIJCOSX wB97M-V def2-TZVPD def2/J DEFGRID3
* xyz 0 6
Mn 0.02 0.68 -0.08
C -1.34 -1.18 2.25
N -0.03 -0.61 2.03
C 1.13 -1.47 2.13
C 2.16 -1.05 1.11
N 1.86 -0.44 -0.01
C 3.07 -0.19 -0.65
C 3.34 0.48 -1.84
C 4.66 0.58 -2.22
C 5.69 0.02 -1.45
C 5.44 -0.64 -0.26
C 4.11 -0.72 0.12
N 3.49 -1.26 1.24
C -2.27 -0.84 1.11
N -1.87 -0.37 -0.05
C -3.02 -0.16 -0.80
C -3.18 0.38 -2.07
C -4.47 0.46 -2.56
C -5.57 0.03 -1.81
C -5.43 -0.50 -0.54
C -4.13 -0.58 -0.05
N -3.61 -1.00 1.16
H -1.80 -0.83 3.18
H -1.27 -2.27 2.32
H 0.09 0.31 2.44
H 0.83 -2.49 1.90
H 1.59 -1.48 3.13
H 2.54 0.94 -2.40
H 4.91 1.11 -3.13
H 6.71 0.13 -1.79
H 6.24 -1.04 0.34
H 3.94 -1.67 2.04
H -2.33 0.74 -2.63
H -4.64 0.89 -3.54
H -6.56 0.12 -2.23
H -6.28 -0.81 0.04
H -4.13 -1.31 1.96
O 1.19 4.12 0.48
S 0.02 3.31 0.34
O -1.25 3.98 0.42
O 0.05 2.14 1.36
O 0.09 2.48 -0.97
*
```

Its HOMO energy (spin up / spin down) is -0.284 / -0.293 Eh. The LUMO energy (spin up / spin down) is -0.056 / -0.075 eV. Its expectation value of S² is 8.755. The relative energy (zero: lowest compared OMol25 entry of this formula, charge and spin) is 0.00 kcal/mol.

Atom charges from the Löwdin analysis, given in e for atoms 1 to 6:
1 Mn 0.878
2 C -0.107
3 N -0.089
4 C -0.110
5 C -0.278
6 N 0.093



Entry 3:
Formula: C4H6FN4OP
Source: the OMol25 dataset
Level of theory: the ωB97M-V functional and the def2-TZVPD basis

```
! RIJCOSX wB97M-V def2-TZVPD def2/J DEFGRID3
* xyz 0 1
C -1.28 -2.53 0.86
C -1.97 -1.28 0.18
F -3.01 -0.74 0.91
C -0.81 -0.22 -0.07
N -0.91 0.93 0.66
N 0.08 1.78 0.48
C 1.03 1.36 -0.40
P 2.49 2.56 -0.62
O 2.13 4.00 -0.28
N 1.10 0.23 -1.16
N 0.12 -0.61 -0.98
H -1.93 -3.06 1.59
H -0.88 -3.18 0.05
H -0.38 -2.14 1.41
H -2.30 -1.59 -0.84
H 3.56 2.08 0.19
H 2.94 2.40 -1.98
*
```

Its HOMO energy is -0.383 Eh. As for the SMILES: C[C@@H](F)c1nnc([PH2]=O)nn1. The LUMO energy is -1.490 eV.

Atom charges from the Löwdin analysis, given in e for atoms 1 to 6:
1 C -0.038
2 C -0.309
3 F -0.006
4 C -0.242
5 N 0.119
6 N 0.075



Entry 4:
Formula: C32H37ClN2Si2Tb
Source: the OMol25 dataset
Level of theory: the ωB97M-V functional and the def2-TZVPD basis

```
! RIJCOSX wB97M-V def2-TZVPD def2/J DEFGRID3
* xyz 1 7
C -1.09 -0.97 0.42
C -1.84 -0.79 -0.78
C -2.05 -2.08 -1.36
H -2.27 0.15 -1.12
C -1.39 -3.05 -0.56
C -0.79 -2.36 0.55
H -0.29 -2.82 1.39
H -0.88 -0.21 1.17
H -2.68 -2.29 -2.22
H -1.40 -4.13 -0.71
Tb 0.59 -1.62 -2.29
Si 0.41 3.32 -3.30
C -0.13 4.25 -4.80
C 0.83 4.89 -5.60
H 1.89 4.79 -5.34
C 0.43 5.64 -6.71
H 1.19 6.14 -7.33
C -0.93 5.75 -7.02
H -1.24 6.33 -7.89
C -1.89 5.12 -6.22
H -2.96 5.20 -6.47
C -1.49 4.38 -5.10
H -2.24 3.90 -4.46
C 0.22 1.47 -3.56
C -1.06 0.89 -3.45
H -1.84 1.52 -2.99
C -1.54 -0.31 -4.01
H -2.52 -0.24 -4.49
C -0.96 -1.60 -4.02
H -1.58 -2.47 -4.33
C 1.83 -0.50 -3.86
H 2.88 -0.80 -4.06
C 1.46 0.89 -3.90
H 2.26 1.54 -4.28
H -0.48 3.68 -2.19
Si 0.45 -0.96 -4.92
C 0.82 -2.20 -6.31
C 0.48 -2.07 -7.66
H -0.03 -1.18 -8.03
C 0.80 -3.09 -8.57
H 0.55 -2.96 -9.62
C 1.44 -4.25 -8.12
H 1.70 -5.05 -8.82
C 1.73 -4.39 -6.75
H 2.21 -5.30 -6.38
C 1.41 -3.37 -5.86
H 1.59 -3.51 -4.79
C 0.12 0.43 -6.32
C -1.16 0.82 -6.71
H -2.07 0.40 -6.28
C -1.31 1.82 -7.68
H -2.31 2.12 -7.97
C -0.19 2.41 -8.26
H -0.31 3.19 -9.01
C 1.09 2.02 -7.85
H 1.97 2.49 -8.28
C 1.24 1.02 -6.88
H 2.26 0.74 -6.58
H 1.68 3.52 -3.03
Cl 1.37 -3.99 -2.41
N 2.34 -2.02 -0.20
C 2.70 -1.14 0.95
C 3.30 0.19 0.51
C 2.66 0.85 -0.70
N 1.21 0.55 -0.81
H 3.18 -2.22 -0.74
H 2.03 -2.93 0.14
H 1.79 -0.98 1.55
H 3.42 -1.66 1.60
H 3.26 0.88 1.36
H 4.37 0.04 0.29
H 2.80 1.93 -0.65
H 3.13 0.50 -1.63
H 0.73 1.34 -1.26
H 0.80 0.51 0.12
*
```

Its HOMO energy (spin up / spin down) is -0.373 / -0.376 Eh. The LUMO energy (spin up / spin down) is -5.664 / -5.636 eV. Its expectation value of S² is 12.701. The relative energy (zero: lowest compared OMol25 entry of this formula, charge and spin) is 93.59 kcal/mol.

Atom charges from the Löwdin analysis, given in e for atoms 1 to 6:
1 C -0.178
2 C -0.211
3 C -0.248
4 H 0.087
5 C -0.196
6 C -0.162



Entry 5:
Formula: C19H23NO5S2
Source: the OMol25 dataset
Level of theory: the ωB97M-V functional and the def2-TZVPD basis

```
! RIJCOSX wB97M-V def2-TZVPD def2/J DEFGRID3
* xyz 0 1
C -7.01 -1.29 -0.28
H -7.18 -0.51 -1.07
O -6.22 -0.68 0.73
C -5.14 -0.16 0.52
C -4.54 0.20 1.54
C -3.42 0.95 1.65
C -2.85 1.10 0.52
C -3.39 0.75 -0.90
C -4.64 0.08 -0.78
H -4.99 -0.37 -1.60
H -2.99 1.04 -1.74
O -1.67 2.00 0.28
C -0.87 1.96 -0.94
C -0.33 0.98 -1.49
O -0.68 0.63 -2.80
N 0.39 0.04 -0.68
C 0.88 -1.34 -1.39
C 0.53 -2.44 -0.49
H 0.43 -3.16 -1.22
H -0.23 -2.17 0.30
S 2.11 -2.76 0.18
O 1.99 -2.24 1.80
O 2.52 -4.01 0.08
C 3.15 -1.57 -0.53
C 2.33 -1.07 -2.11
H 2.71 -0.25 -2.30
H 2.43 -2.18 -2.65
H 3.51 -0.63 -0.09
H 4.02 -2.21 -0.88
H 0.27 -1.25 -2.28
C 0.97 0.52 0.46
C 2.19 1.21 0.35
C 3.16 1.41 1.51
C 4.17 2.11 1.11
C 4.04 2.67 -0.12
S 2.70 2.38 -0.88
H 4.76 3.42 -0.81
H 5.01 2.49 2.06
C 2.99 0.73 2.83
H 2.71 -0.25 2.78
H 2.27 1.03 3.54
H 3.79 0.89 3.62
H 0.09 0.92 1.09
H 1.11 -0.64 1.09
H -0.17 2.88 -0.65
H -1.39 2.59 -1.56
H -2.80 1.32 2.52
H -4.92 0.08 2.69
H -6.43 -1.96 -0.98
H -8.09 -1.68 0.08
*
```

Its HOMO energy is -0.292 Eh. The LUMO energy is 0.055 eV. The relative energy (zero: lowest compared OMol25 entry of this formula, charge and spin) is 435.96 kcal/mol.

Atom charges from the Löwdin analysis, given in e for atoms 1 to 6:
1 C -0.060
2 H 0.089
3 O -0.026
4 C -0.486
5 C -0.065
6 C -0.057



Entry 6:
Formula: C12H24ClNiO6S3
Source: the OMol25 dataset
Level of theory: the ωB97M-V functional and the def2-TZVPD basis

```
! RIJCOSX wB97M-V def2-TZVPD def2/J DEFGRID3
* xyz 1 3
Ni -11.86 -0.82 39.69
Cl -9.51 -0.53 39.26
C -10.41 -5.37 38.94
C -9.36 -4.23 39.06
C -9.36 -3.82 40.53
S -11.09 -3.84 41.09
O -11.67 -2.51 40.83
O -11.16 -4.40 42.43
C -11.63 -5.13 39.87
H -9.91 -6.28 39.26
H -10.63 -5.56 37.89
H -9.53 -3.37 38.41
H -8.34 -4.49 38.76
H -8.76 -3.00 40.91
H -8.91 -4.66 41.07
H -12.51 -4.63 39.45
H -11.91 -6.05 40.37
C -7.54 -2.48 34.42
C -8.14 -1.62 35.52
C -7.01 -1.20 36.43
S -5.81 -2.60 36.44
O -5.95 -3.41 37.64
O -4.50 -2.07 36.05
C -6.61 -3.55 34.99
H -6.97 -1.81 33.77
H -8.30 -2.91 33.77
H -8.79 -2.25 36.14
H -8.78 -0.82 35.15
H -7.21 -0.95 37.47
H -6.51 -0.34 35.98
H -7.22 -4.29 35.50
H -5.78 -3.96 34.43
C -4.93 -1.34 39.94
C -3.93 -1.22 41.10
C -4.25 -2.25 42.19
S -6.04 -2.66 42.08
O -6.78 -1.99 43.11
O -6.32 -4.04 41.82
C -6.32 -1.58 40.54
H -4.53 -2.24 39.47
H -4.86 -0.57 39.17
H -4.08 -0.26 41.60
H -2.91 -1.26 40.73
H -4.12 -1.86 43.19
H -3.76 -3.20 41.98
H -6.75 -0.64 40.88
H -7.10 -2.02 39.93
*
```

Its HOMO energy (spin up / spin down) is -0.452 / -0.452 Eh. The LUMO energy (spin up / spin down) is -6.580 / -7.764 eV. Its expectation value of S² is 2.006. The relative energy (zero: lowest compared OMol25 entry of this formula, charge and spin) is 0.00 kcal/mol.

Atom charges from the Löwdin analysis, given in e for atoms 1 to 6:
1 Ni 0.905
2 Cl 0.057
3 C -0.180
4 C -0.212
5 C -0.240
6 S 0.781



Entry 7:
Formula: C33H30AuN4OP
Source: the OMol25 dataset
Level of theory: the ωB97M-V functional and the def2-TZVPD basis

```
! RIJCOSX wB97M-V def2-TZVPD def2/J DEFGRID3
* xyz 2 1
Au 1.31 -0.23 0.64
C -1.95 -5.32 -1.40
C -2.61 -4.25 -1.99
C -2.09 -2.97 -1.88
C -0.90 -2.77 -1.19
C -0.24 -3.85 -0.59
C -0.77 -5.12 -0.70
P -0.06 -1.17 -1.14
C -1.26 0.02 -1.80
C -2.37 0.24 -0.99
C -3.39 1.07 -1.42
C -3.29 1.68 -2.66
C -2.18 1.47 -3.46
C -1.15 0.64 -3.04
C 1.30 -1.40 -2.32
C 1.24 -2.33 -3.34
C 2.36 -2.53 -4.15
C 3.49 -1.77 -3.99
C 3.57 -0.78 -2.98
C 4.71 0.02 -2.78
C 4.74 0.94 -1.76
C 3.69 1.03 -0.84
C 2.59 0.21 -0.98
C 2.47 -0.64 -2.09
H -2.37 -6.31 -1.48
H -3.52 -4.41 -2.54
H -2.59 -2.13 -2.36
H 0.69 -3.67 -0.07
H -0.26 -5.96 -0.25
H -2.44 -0.27 -0.04
H -4.27 1.22 -0.80
H -4.09 2.32 -3.00
H -2.12 1.94 -4.43
H -0.30 0.46 -3.68
H 0.35 -2.93 -3.49
H 2.32 -3.30 -4.91
H 4.35 -1.94 -4.62
H 5.55 -0.10 -3.45
H 5.61 1.58 -1.63
H 3.75 1.73 -0.03
N 0.00 2.87 0.29
C -1.26 3.16 0.66
C -1.98 4.20 0.04
C -3.24 4.53 0.48
C -3.82 3.83 1.54
C -3.14 2.77 2.13
C -1.88 2.42 1.70
H 0.44 3.45 -0.40
H 0.61 2.34 0.90
H -1.52 4.75 -0.76
H -3.77 5.34 0.00
H -4.80 4.12 1.90
H -3.62 2.22 2.93
H -1.35 1.59 2.14
C 1.74 2.54 4.88
N 1.43 1.16 4.56
C 1.22 0.24 5.53
C 0.94 -1.05 5.22
C 0.90 -1.41 3.85
N 1.11 -0.49 2.91
C 1.37 0.79 3.25
O 1.54 1.62 2.34
N 0.64 -2.66 3.47
H 1.76 2.66 5.96
H 0.99 3.21 4.46
H 2.71 2.81 4.47
H 1.28 0.59 6.55
H 0.75 -1.77 5.99
H 0.47 -3.39 4.15
H 0.64 -2.90 2.49
*
```

Its HOMO energy is -0.435 Eh. The LUMO energy is -8.360 eV. The relative energy (zero: lowest compared OMol25 entry of this formula, charge and spin) is 60.40 kcal/mol.

Atom charges from the Löwdin analysis, given in e for atoms 1 to 6:
1 Au 1.017
2 C -0.032
3 C -0.035
4 C -0.057
5 C -0.360
6 C -0.104



Entry 8:
Formula: C4H12NO2
Source: the OMol25 dataset
Level of theory: the ωB97M-V functional and the def2-TZVPD basis

```
! RIJCOSX wB97M-V def2-TZVPD def2/J DEFGRID3
* xyz 1 1
C 0.74 1.58 -1.18
C 0.53 0.74 -0.02
C 1.34 -0.60 0.20
C 1.27 -0.94 1.73
O 0.72 -1.91 2.15
N -0.96 0.42 0.22
H 0.72 1.04 -2.09
H 1.50 2.35 -1.40
H 0.02 2.47 -1.41
H 0.88 1.37 0.85
H 2.39 -0.48 -0.10
H 0.99 -1.35 -0.48
H 1.63 -0.10 2.37
H -1.01 -0.56 0.40
H -1.51 0.59 -0.67
H -1.26 1.05 1.00
H -2.30 -2.37 -1.05
H -3.29 -1.49 -0.23
O -2.40 -1.81 -0.29
*
```

Its HOMO energy is -0.511 Eh. The LUMO energy is -3.426 eV. The relative energy (zero: lowest compared OMol25 entry of this formula, charge and spin) is 57.63 kcal/mol.

Atom charges from the Löwdin analysis, given in e for atoms 1 to 6:
1 C -0.084
2 C -0.351
3 C -0.078
4 C -0.239
5 O 0.100
6 N 0.217



Entry 9:
Formula: C3H5N3O
Source: the OMol25 dataset
Level of theory: the ωB97M-V functional and the def2-TZVPD basis

```
! RIJCOSX wB97M-V def2-TZVPD def2/J DEFGRID3
* xyz 0 1
N 2.16 -0.20 -0.37
C 0.88 -0.05 0.08
N 0.53 0.75 1.06
C -0.82 0.54 1.37
O -1.73 1.07 -0.23
C -1.31 -0.32 0.23
N -0.15 -0.79 -0.44
H 2.78 0.53 -0.06
H 2.29 -0.46 -1.34
H -2.47 1.36 0.34
H -2.15 -1.01 0.19
H -0.10 -1.45 -1.20
*
```

Its HOMO energy is -0.288 Eh. The LUMO energy is 0.559 eV. The relative energy (zero: lowest compared OMol25 entry of this formula, charge and spin) is 92.97 kcal/mol.

Atom charges from the Löwdin analysis, given in e for atoms 1 to 6:
1 N 0.163
2 C -0.472
3 N 0.040
4 C -0.044
5 O -0.059
6 C -0.329



Entry 10:
Formula: C4H13N4O
Source: the OMol25 dataset
Level of theory: the ωB97M-V functional and the def2-TZVPD basis

```
! RIJCOSX wB97M-V def2-TZVPD def2/J DEFGRID3
* xyz 2 2
C 1.07 0.42 -2.02
C 1.48 -1.53 -0.71
N 1.03 -0.88 0.37
N 1.65 -0.93 -1.88
N 2.15 -2.71 -0.61
H 0.19 -0.14 0.24
H 0.76 -1.49 1.15
H 2.24 -1.21 -2.65
H 2.31 -3.35 -1.36
H 2.13 -3.15 0.34
H 0.02 0.27 -2.43
H 1.54 0.77 -2.90
H 0.83 1.01 -1.02
C -1.02 2.50 1.82
C -1.80 1.31 1.17
O -1.33 0.40 0.46
N -3.13 1.27 1.35
H -0.67 3.12 0.96
H -0.13 2.10 2.36
H -3.70 0.59 0.97
H -3.57 1.91 1.99
H -1.60 2.91 2.54
*
```

Its HOMO energy (spin up / spin down) is -0.634 / -0.632 Eh. The LUMO energy (spin up / spin down) is -7.897 / -13.577 eV. Its expectation value of S² is 0.761. The relative energy (zero: lowest compared OMol25 entry of this formula, charge and spin) is 43.97 kcal/mol.

Atom charges from the Löwdin analysis, given in e for atoms 1 to 6:
1 C 0.084
2 C -0.361
3 N 0.229
4 N 0.220
5 N 0.286
6 H 0.104



Entry 11:
Formula: C3H4N2O2
Source: the OMol25 dataset
Level of theory: the ωB97M-V functional and the def2-TZVPD basis

```
! RIJCOSX wB97M-V def2-TZVPD def2/J DEFGRID3
* xyz 0 1
O -2.18 -0.01 -1.13
N -1.66 0.44 0.08
C -0.34 0.03 0.16
N 0.43 -0.54 -0.79
C 1.82 -0.15 -0.29
C 1.87 0.19 0.94
O 0.46 0.27 1.30
H -3.20 -0.15 -0.82
H 0.14 -0.97 -1.76
H 2.79 -0.80 -0.58
H 2.52 0.17 1.89
*
```

Its HOMO energy is -0.289 Eh. As for the SMILES: O/N=c1\[nH]cco1. The LUMO energy is 0.782 eV. The relative energy (zero: lowest compared OMol25 entry of this formula, charge and spin) is 144.02 kcal/mol.

Atom charges from the Löwdin analysis, given in e for atoms 1 to 6:
1 O -0.179
2 N -0.029
3 C -0.385
4 N 0.106
5 C -0.109
6 C -0.073



Entry 12:
Formula: C19H29As2F6GaN4O4S2
Source: the OMol25 dataset
Level of theory: the ωB97M-V functional and the def2-TZVPD basis

```
! RIJCOSX wB97M-V def2-TZVPD def2/J DEFGRID3
* xyz 2 1
Ga -0.06 0.15 -0.20
F 0.81 -2.36 2.41
C 1.46 -1.64 3.32
F 1.04 -1.96 4.52
F 2.76 -1.86 3.21
S 1.08 0.19 3.06
O -0.02 0.22 2.08
O 0.85 0.74 4.34
N 2.41 0.77 2.35
S 2.36 0.68 0.82
O 1.50 1.67 0.13
O 1.89 -0.65 0.30
C 4.11 0.94 0.26
F 4.82 -0.10 0.65
F 4.56 2.05 0.78
F 4.07 1.01 -1.06
C -1.77 -3.23 -0.87
As -1.81 -1.61 0.16
C -2.26 -2.19 1.95
C -3.39 -0.65 -0.41
C -4.50 -1.38 -0.83
C -5.67 -0.72 -1.18
C -5.74 0.66 -1.11
C -4.64 1.39 -0.69
C -3.46 0.75 -0.34
As -1.93 1.79 0.20
C -2.06 3.46 -0.74
C -2.25 2.26 2.04
H -2.61 -3.86 -0.57
H -0.84 -3.75 -0.66
H -1.83 -3.00 -1.93
H -3.31 -2.48 1.93
H -2.12 -1.38 2.66
H -1.64 -3.03 2.22
H -4.46 -2.46 -0.89
H -6.53 -1.29 -1.51
H -6.66 1.17 -1.37
H -4.71 2.47 -0.64
H -2.86 4.04 -0.29
H -2.26 3.30 -1.79
H -1.12 4.00 -0.62
H -3.22 2.75 2.08
H -1.47 2.94 2.37
H -2.24 1.37 2.66
C 3.62 -0.83 -4.18
C 3.36 -1.65 -2.93
N 2.10 -1.22 -2.32
C 1.15 -0.46 -2.89
N 0.12 -0.02 -2.13
C -1.03 0.50 -2.92
C -0.55 1.45 -3.99
C 0.33 0.67 -4.93
N 1.27 -0.17 -4.19
C 2.34 -0.78 -4.98
H 4.42 -1.28 -4.76
H 3.93 0.18 -3.92
H 4.15 -1.52 -2.20
H 3.30 -2.71 -3.18
H 1.96 -1.47 -1.36
H -1.72 1.00 -2.26
H -1.59 -0.33 -3.36
H 0.01 2.27 -3.52
H -1.39 1.88 -4.54
H 0.91 1.33 -5.58
H -0.28 0.03 -5.57
H 2.46 -0.17 -5.88
H 2.04 -1.78 -5.30
*
```

Its HOMO energy is -0.549 Eh. The LUMO energy is -4.999 eV. The relative energy (zero: lowest compared OMol25 entry of this formula, charge and spin) is 13.12 kcal/mol.

Atom charges from the Löwdin analysis, given in e for atoms 1 to 6:
1 Ga 0.268
2 F 0.128
3 C -0.664
4 F 0.194
5 F 0.183
6 S 0.703